# 1
# C27H22F5O2PS4TcTe2

A molecular structure, C27H22F5O2PS4TcTe2 at a distorted geometry (wB97M-V/def2-TZVPD, OMol25).

Its multiplicity is 4. Its HOMO-LUMO gap (alpha / beta) is 7.19 / 5.60 eV. As for the LUMO energy (alpha / beta): -0.6 / -2.3 eV.

Atoms and positions in Å:
Tc: 0.313 -0.261 0.169
C: -4.105 0.810 -4.201
C: -3.496 -0.347 -3.737
C: -2.757 -0.314 -2.568
C: -2.622 0.883 -1.866
C: -3.245 2.037 -2.327
C: -3.985 1.997 -3.497
P: -1.742 0.820 -0.274
C: -1.724 2.524 0.360
C: -0.998 3.464 -0.371
C: -0.726 4.709 0.162
C: -1.166 5.021 1.438
C: -1.892 4.095 2.166
C: -2.177 2.849 1.635
C: -2.959 -0.175 0.656
C: -4.259 0.165 0.941
C: -5.106 -0.789 1.523
C: -4.675 -2.068 1.758
C: -3.349 -2.451 1.469
C: -2.848 -3.753 1.683
C: -1.535 -4.043 1.424
C: -0.656 -3.052 0.964
C: -1.094 -1.769 0.709
C: -2.468 -1.473 0.943
H: -4.679 0.782 -5.115
H: -3.601 -1.266 -4.295
H: -2.282 -1.206 -2.181
H: -3.157 2.957 -1.769
H: -4.475 2.891 -3.854
H: -0.637 3.196 -1.359
H: -0.147 5.425 -0.399
H: -0.926 5.979 1.874
H: -2.214 4.343 3.165
H: -2.724 2.114 2.204
H: -4.627 1.160 0.730
H: -6.116 -0.507 1.773
H: -5.348 -2.800 2.183
H: -3.515 -4.516 2.055
H: -1.158 -5.041 1.592
H: 0.380 -3.313 0.805
O: 2.386 4.800 4.452
C: 2.051 3.927 3.714
S: 2.622 3.794 2.034
C: 1.711 2.359 1.610
C: 0.939 1.807 2.591
S: -0.048 0.402 2.451
S: 0.935 2.620 4.143
S: 1.782 1.769 -0.004
F: 2.815 -2.614 -1.165
Te: 3.075 -0.652 -1.208
F: 3.397 1.252 -2.388
F: 2.024 -1.227 0.713
F: 2.299 -0.039 -4.140
F: 3.983 -1.296 -2.803
O: 1.335 -0.575 -1.815
C: 2.018 2.625 -4.719
Te: 1.241 1.306 -3.211
C: -0.234 0.473 -4.534
H: 2.298 2.055 -5.602
H: 2.896 3.116 -4.313
H: 1.276 3.370 -4.979
H: -1.175 1.010 -4.527
H: -0.379 -0.550 -4.195
H: 0.192 0.452 -5.535

natural (NBO) population analysis, charges in e, atoms 1 to 8:
1. Tc 0.707
2. C -0.194
3. C -0.220
4. C -0.132
5. C -0.389
6. C -0.203
7. C -0.208
8. P 1.137

=====

# 2
# C19H49BrN12O19P

9 unconnected molecules or ions with the total composition C19H49BrN12O19P at a distorted geometry (wB97M-V/def2-TZVPD, OMol25).

Its multiplicity is 1. As for the charge: +1. Its HOMO-LUMO gap is 8.99 eV. As for the LUMO energy: -2.9 eV.

Atoms and positions in Å:
C: -0.085 -1.684 1.479
C: 0.910 -0.556 1.106
C: 0.841 -0.102 -0.343
C: -0.464 0.629 -0.752
N: -1.452 0.788 0.346
C: -2.770 0.670 -0.155
N: -3.178 1.615 -1.270
C: -4.447 1.973 -1.035
N: -5.388 2.154 -1.929
N: -4.598 2.080 0.326
C: -3.973 0.812 0.828
O: -4.936 -0.166 0.496
C: -4.996 -1.321 1.358
C: -5.458 -2.512 0.494
O: -4.866 -3.694 0.982
C: -4.111 -4.447 0.031
C: -2.694 -4.675 0.572
P: -3.735 1.131 2.706
O: -2.450 0.239 3.136
Br: -2.859 3.195 2.647
H: -0.646 -1.371 2.363
H: 0.402 -2.634 1.678
H: -0.822 -1.783 0.679
H: 0.862 0.289 1.790
H: 1.914 -0.965 1.244
H: 1.649 0.600 -0.493
H: 1.048 -0.916 -1.039
H: -0.923 0.083 -1.581
H: -0.212 1.616 -1.142
H: -1.356 1.705 0.773
H: -2.880 -0.343 -0.557
H: -2.981 1.276 -2.207
H: -5.215 2.130 -2.921
H: -6.345 2.277 -1.638
H: -5.570 2.162 0.612
H: -5.658 -1.135 2.203
H: -4.001 -1.595 1.718
H: -5.151 -2.267 -0.525
H: -6.546 -2.592 0.565
H: -4.054 -3.959 -0.944
H: -4.580 -5.426 -0.103
H: -2.030 -5.057 -0.201
H: -2.312 -3.738 0.974
H: -2.754 -5.438 1.348
H: -2.398 -0.615 2.686
C: 4.696 3.249 0.216
N: 3.801 2.079 0.035
O: 4.004 1.332 -0.900
O: 2.900 1.940 0.844
H: 5.443 3.231 -0.570
H: 4.062 4.133 0.149
H: 5.156 3.169 1.192
C: -5.110 -2.551 -3.991
N: -3.817 -1.893 -3.653
O: -3.719 -0.690 -3.833
O: -2.939 -2.597 -3.217
H: -5.792 -1.799 -4.368
H: -4.901 -3.306 -4.743
H: -5.488 -3.010 -3.082
C: 7.466 1.270 3.288
N: 7.869 2.638 2.865
O: 7.173 3.216 2.049
O: 8.873 3.091 3.361
H: 6.555 1.002 2.765
H: 8.275 0.593 3.033
H: 7.306 1.301 4.362
C: -2.651 -8.673 0.011
N: -2.163 -7.967 -1.205
O: -2.693 -8.228 -2.263
O: -1.260 -7.170 -1.050
H: -3.449 -9.345 -0.280
H: -1.809 -9.217 0.430
H: -3.003 -7.917 0.707
C: 1.807 6.989 2.322
N: 2.597 5.806 1.888
O: 2.936 5.003 2.727
O: 2.850 5.728 0.700
H: 1.661 6.926 3.394
H: 2.373 7.875 2.051
H: 0.862 6.960 1.788
C: 0.407 5.420 -2.482
N: 0.466 6.816 -1.965
O: 0.437 7.720 -2.769
O: 0.548 6.946 -0.762
H: 0.341 5.456 -3.563
H: 1.313 4.915 -2.159
H: -0.471 4.951 -2.047
C: 8.911 -3.306 3.976
N: 9.305 -1.937 3.544
O: 8.598 -1.371 2.728
O: 10.306 -1.472 4.033
H: 8.002 -3.581 3.455
H: 9.729 -3.972 3.723
H: 8.758 -3.274 5.050
C: 0.594 0.159 -5.185
N: 0.783 1.456 -4.480
O: 0.723 2.475 -5.133
O: 0.987 1.403 -3.284
H: 0.424 0.363 -6.236
H: 1.498 -0.425 -5.037
H: -0.262 -0.337 -4.734

Löwdin population analysis, charges in e, atoms 1 to 8:
1. C -0.095
2. C -0.241
3. C -0.192
4. C -0.178
5. N 0.008
6. C -0.265
7. N 0.190
8. C -0.381